1.
A cluster of 14 separate species, C51H75Br3N12O18 in total in a non-equilibrium geometry. Source: the OMol25 dataset; level of theory: the ωB97M-V functional and the def2-TZVPD basis.

Structure (ORCA input):
```
! wB97M-V def2-TZVPD RIJCOSX def2/J DEFGRID3
* xyz 0 1
C 0.838 -0.457 -3.685
C -0.139 -0.717 -2.449
N 0.276 -0.193 -1.163
C 0.334 1.133 -0.797
C 0.818 1.239 0.449
N 0.915 -0.025 0.970
C 0.657 -0.873 -0.078
C 1.426 -0.395 2.235
H 1.803 -0.955 -3.619
H 1.143 0.575 -3.860
H 0.246 -0.697 -4.568
H -0.478 -1.738 -2.274
H -1.111 -0.270 -2.665
H 0.083 1.904 -1.508
H 1.083 2.123 1.005
H 0.699 -1.945 0.053
H 1.613 0.416 2.939
H 2.326 -1.009 2.184
H 0.790 -0.994 2.890
C -1.757 -4.963 1.577
C -0.570 -4.179 0.986
C 0.768 -4.907 0.959
O -0.937 -3.779 -0.315
H -1.676 -5.253 2.629
H -2.094 -5.834 1.014
H -2.597 -4.267 1.628
H -0.444 -3.303 1.636
H 0.769 -5.651 0.160
H 0.824 -5.532 1.854
H 1.630 -4.247 0.871
C 4.607 -1.267 4.874
Br 6.036 -1.915 6.110
Br 4.696 0.711 4.726
Br 2.818 -2.017 5.350
H 4.877 -1.687 3.909
C -5.601 -0.537 -2.124
C -4.280 -0.386 -1.667
C -3.697 -1.478 -1.085
C -4.396 -2.660 -0.858
C -5.771 -2.751 -1.162
C -6.361 -1.708 -1.866
O -7.646 -1.708 -2.299
O -2.380 -1.441 -0.834
H -5.957 0.343 -2.642
H -3.726 0.543 -1.718
H -3.780 -3.432 -0.414
H -6.334 -3.629 -0.877
H -8.102 -2.379 -1.781
H -1.969 -2.262 -0.502
C 1.943 -4.207 -2.398
C 3.277 -4.259 -2.674
C 3.772 -3.708 -3.867
C 2.879 -3.299 -4.871
C 1.507 -3.274 -4.546
C 1.039 -3.746 -3.349
O -0.333 -3.911 -3.122
O 5.131 -3.687 -4.040
H 1.543 -4.679 -1.513
H 3.915 -4.638 -1.887
H 3.265 -2.885 -5.792
H 0.813 -2.967 -5.318
H -0.598 -3.928 -2.187
H 5.339 -3.613 -4.975
C -5.905 4.083 -2.112
C -4.644 3.552 -2.166
C -3.827 3.682 -1.048
C -4.286 4.162 0.172
C -5.545 4.772 0.144
C -6.345 4.713 -0.968
O -7.633 5.238 -0.977
O -2.649 2.970 -1.146
H -6.615 3.815 -2.884
H -4.202 3.102 -3.043
H -3.686 3.976 1.050
H -5.921 5.198 1.064
H -8.105 5.000 -1.779
H -2.207 2.818 -0.293
C -2.425 0.839 6.371
C -2.693 0.539 7.729
C -1.849 -0.329 8.393
C -0.807 -0.996 7.742
C -0.543 -0.728 6.440
C -1.366 0.122 5.756
O -1.097 0.282 4.451
O -2.154 -0.631 9.704
H -3.034 1.507 5.782
H -3.514 0.996 8.263
H -0.333 -1.770 8.332
H 0.309 -1.191 5.961
H -1.914 0.456 3.936
H -1.478 -1.123 10.174
C 5.815 0.311 -3.979
C 7.152 0.134 -4.345
C 8.203 0.775 -3.674
C 7.928 1.689 -2.669
C 6.602 1.891 -2.288
C 5.606 1.121 -2.883
O 4.314 1.277 -2.404
O 9.492 0.535 -3.960
H 4.994 -0.254 -4.392
H 7.402 -0.624 -5.077
H 8.683 2.095 -2.011
H 6.382 2.404 -1.362
H 4.184 1.890 -1.670
H 9.413 -0.024 -4.741
C -2.735 -2.717 -6.946
C -3.012 -1.501 -7.519
C -3.127 -0.367 -6.757
C -2.963 -0.445 -5.378
C -2.762 -1.679 -4.805
C -2.581 -2.831 -5.567
O -2.266 -3.997 -4.877
O -3.410 0.842 -7.254
H -2.714 -3.689 -7.423
H -3.199 -1.507 -8.586
H -3.026 0.409 -4.718
H -2.559 -1.772 -3.745
H -1.640 -3.709 -4.192
H -3.942 0.779 -8.053
C 1.961 2.943 7.087
O 2.777 3.786 6.709
N 1.734 1.793 6.479
N 1.119 3.291 8.058
H 1.217 1.113 7.012
H 2.071 1.679 5.539
H 0.398 2.641 8.330
H 1.387 4.057 8.652
C 3.626 4.285 -0.526
O 4.149 3.178 -0.336
N 3.218 4.682 -1.714
N 3.218 5.001 0.505
H 2.777 5.588 -1.725
H 3.151 4.116 -2.543
H 3.587 4.630 1.367
H 2.718 5.869 0.431
C 5.430 -0.187 0.933
O 5.969 -0.964 1.698
N 4.593 -0.533 -0.064
N 5.653 1.159 1.052
H 4.541 -1.530 -0.202
H 4.262 0.101 -0.775
H 6.106 1.565 1.854
H 5.166 1.866 0.515
C -1.004 3.429 2.123
O -1.425 2.861 1.104
N -0.536 4.671 2.028
N -1.183 3.069 3.376
H -0.754 5.078 1.131
H -0.525 5.296 2.817
H -1.561 2.134 3.425
H -0.998 3.615 4.198
C -3.463 0.303 2.261
O -3.394 0.826 3.361
N -2.560 0.357 1.314
N -4.567 -0.349 1.835
H -1.904 1.117 1.447
H -2.573 -0.198 0.466
H -4.541 -0.758 0.917
H -5.376 -0.416 2.429
*
```

## Properties
Total energy (eV): -318969.2722
HOMO energy (eV): -7.6
Frontier orbital gap (Eh): 0.2596
Lowest unoccupied orbital energy (eV): -0.533

Here are the Löwdin charges for atoms 1 to 6, given in e: -0.017 -0.130 -0.005 -0.020 -0.038 -0.043

2.
An isolated molecule of CH4N2OS in a non-equilibrium geometry. Source: the OMol25 dataset; level of theory: the ωB97M-V functional and the def2-TZVPD basis.

Structure (ORCA input):
```
! wB97M-V def2-TZVPD RIJCOSX def2/J DEFGRID3
* xyz 0 1
O 2.772 -0.415 0.057
N 1.682 0.421 -0.114
C 0.417 -0.084 -0.184
N -0.635 0.642 -0.031
S -2.144 -0.249 0.010
H 2.795 -0.530 1.020
H 1.873 1.381 0.106
H 0.391 -1.164 -0.404
H -2.764 0.686 0.778
*
```

## Properties
Total energy (eV): -16962.0881
HOMO energy (eV): -8.2
Relative energy (zero: lowest compared OMol25 entry of this formula, charge and spin) (kcal/mol): 71.5
Frontier orbital gap (Eh): 0.3284
Lowest unoccupied orbital energy (eV): 0.697

Here are the Löwdin charges for atoms 1 to 6, given in e: -0.026 -0.086 -0.362 -0.379 0.640 0.106

3.
A cluster of 2 separate species, C3H4P2 in total in a non-equilibrium geometry. Source: the OMol25 dataset; level of theory: the ωB97M-V functional and the def2-TZVPD basis.

Structure (ORCA input):
```
! wB97M-V def2-TZVPD RIJCOSX def2/J DEFGRID3
* xyz 0 1
C 1.180 1.305 -0.017
C 0.001 -0.693 -1.132
C 0.597 0.296 -0.565
P -1.282 -0.723 2.580
P -2.869 -1.327 1.582
H 1.759 1.931 -0.580
H 1.027 1.424 1.086
H -1.106 -0.621 -1.472
H 0.693 -1.593 -1.481
*
```

## Properties
Total energy (eV): -21749.8005
HOMO energy (eV): -9.4
Relative energy (zero: lowest compared OMol25 entry of this formula, charge and spin) (kcal/mol): 32.9
Frontier orbital gap (Eh): 0.3176
Lowest unoccupied orbital energy (eV): -0.760

Here are the Löwdin charges for atoms 1 to 6, given in e: -0.012 -0.072 -0.275 0.047 0.036 0.025

4.
An isolated molecule of C3H6N4 in a non-equilibrium geometry. Source: the OMol25 dataset; level of theory: the ωB97M-V functional and the def2-TZVPD basis.

Structure (ORCA input):
```
! wB97M-V def2-TZVPD RIJCOSX def2/J DEFGRID3
* xyz 0 1
H 2.396 -0.077 0.661
N 2.621 -0.441 1.662
C 1.470 -0.738 2.042
N 0.316 -0.285 1.328
C 0.106 -0.084 -0.059
N -1.057 0.080 -0.409
N -0.903 0.221 -1.934
C -1.912 0.761 -2.438
H 1.193 -1.339 3.065
H -0.563 -0.321 1.943
H 0.866 -0.166 -0.741
H -2.856 1.135 -1.796
H -1.676 1.253 -3.324
*
```

## Properties
Total energy (eV): -9165.1194
HOMO energy (eV): -9.3
Relative energy (zero: lowest compared OMol25 entry of this formula, charge and spin) (kcal/mol): 86.2
Frontier orbital gap (Eh): 0.3777
Lowest unoccupied orbital energy (eV): 1.014

Here are the Löwdin charges for atoms 1 to 6, given in e: 0.072 0.064 -0.336 -0.002 -0.264 0.045